{
  "formula": "H11O6",
  "method": "ωB97M-V/def2-TZVPD",
  "e_tot_ev": -12465.381,
  "charge": -1,
  "de_lowest_kcal_mol": 15.6,
  "spin_multiplicity": 1,
  "gap_ev": 8.50,
  "elements": ["O", "H", "O", "H", "H", "O", "H", "H", "O", "H", "H", "O", "H", "H", "O", "H", "H"],
  "positions_angstrom": [[-0.44, -1.40, -1.21], [0.03, -1.91, -1.87], [-2.91, -0.51, -1.41], [-3.50, -1.26, -1.57], [-2.03, -1.00, -1.28], [0.01, 0.93, -2.63], [-0.80, 1.35, -2.91], [-0.32, 0.11, -2.19], [-0.22, -1.67, 1.28], [-0.24, -1.55, 0.25], [-0.95, -1.15, 1.63], [2.34, 5.44, 1.06], [2.43, 4.54, 1.41], [2.51, 5.29, 0.14], [1.72, -2.55, 3.03], [1.40, -2.24, 3.88], [0.97, -2.42, 2.41]]
}

{
  "formula": "C12H16N2O",
  "method": "ωB97M-V/def2-TZVPD",
  "e_tot_ev": -17721.079,
  "charge": 1,
  "de_lowest_kcal_mol": 81.7,
  "spin_multiplicity": 2,
  "gap_ev": [7.91, 4.59],
  "elements": ["C", "C", "C", "C", "C", "C", "C", "C", "C", "N", "H", "H", "H", "H", "H", "H", "H", "H", "H", "C", "C", "C", "O", "N", "H", "H", "H", "H", "H", "H", "H"],
  "positions_angstrom": [[-3.25, 0.88, -1.35], [-0.06, 1.50, -2.74], [-0.73, 0.73, -1.81], [-2.01, 1.49, -1.74], [-2.01, 2.57, -2.59], [1.73, -0.08, -2.66], [1.14, 1.07, -3.25], [1.07, -0.72, -1.55], [-0.08, -0.30, -1.05], [-0.73, 2.69, -3.13], [2.70, -0.35, -3.05], [1.56, 1.44, -4.18], [1.64, -1.56, -1.04], [-0.53, -0.76, -0.23], [-0.36, 3.50, -3.62], [-2.62, 3.45, -2.64], [-3.99, 1.38, -0.63], [-3.28, 0.00, -0.70], [-3.66, 0.42, -2.21], [0.79, -2.24, 3.12], [0.33, -1.95, 4.59], [2.00, -1.48, 2.75], [2.84, -2.01, 2.04], [1.99, 0.09, 2.69], [0.92, -3.26, 2.90], [0.04, -1.94, 2.44], [-0.02, -0.96, 4.67], [1.21, -1.99, 5.22], [2.72, 0.62, 2.33], [1.16, 0.61, 2.56], [-0.52, -2.85, 4.85]]
}

{
  "formula": "C16H22N2O5S2",
  "method": "ωB97M-V/def2-TZVPD",
  "e_tot_ev": -51838.004,
  "de_lowest_kcal_mol": 10.2,
  "spin_multiplicity": 1,
  "smiles": "COc1ccc(NC(=O)CSCC(=O)N[C@]2(C)CCS(=O)(=O)C2)cc1",
  "gap_ev": 8.65,
  "elements": ["C", "H", "O", "C", "C", "C", "C", "C", "C", "H", "H", "N", "C", "O", "C", "H", "H", "S", "C", "C", "O", "N", "H", "C", "C", "H", "H", "S", "O", "O", "C", "C", "H", "H", "H", "H", "C", "H", "H", "H", "H", "H", "H", "H", "H", "H", "H"],
  "positions_angstrom": [[-5.78, -2.09, -0.89], [-6.36, -3.00, -0.75], [-4.86, -2.06, 0.18], [-3.99, -1.01, 0.26], [-3.12, -1.03, 1.35], [-2.20, -0.02, 1.53], [-2.12, 1.03, 0.62], [-3.00, 1.05, -0.46], [-3.93, 0.04, -0.64], [-4.59, 0.09, -1.49], [-2.94, 1.86, -1.17], [-1.21, 2.08, 0.75], [-0.03, 2.06, 1.41], [0.40, 1.15, 2.09], [0.77, 3.35, 1.25], [0.23, 4.18, 1.70], [1.74, 3.24, 1.73], [1.01, 3.82, -0.49], [2.01, 2.40, -1.04], [1.17, 1.16, -1.31], [0.01, 1.22, -1.65], [1.89, 0.03, -1.18], [2.77, 0.07, -0.69], [1.36, -1.33, -1.32], [2.54, -2.27, -1.20], [3.39, -1.99, -1.80], [2.27, -3.31, -1.36], [2.95, -2.05, 0.57], [3.46, -3.25, 1.16], [3.78, -0.87, 0.67], [1.26, -1.68, 1.14], [0.43, -1.66, -0.14], [-0.02, -2.64, -0.31], [-0.37, -0.93, -0.08], [0.97, -2.46, 1.83], [1.27, -0.71, 1.64], [0.63, -1.48, -2.66], [0.28, -2.50, -2.78], [1.30, -1.24, -3.48], [-0.22, -0.80, -2.69], [2.47, 2.72, -1.98], [2.79, 2.22, -0.30], [-1.33, 2.83, 0.08], [-1.53, -0.05, 2.37], [-3.18, -1.85, 2.04], [-6.45, -1.22, -0.87], [-5.27, -2.13, -1.86]]
}

{
  "formula": "C8H11N2O",
  "method": "ωB97M-V/def2-TZVPD",
  "e_tot_ev": -13486.294,
  "charge": 1,
  "de_lowest_kcal_mol": 232.4,
  "spin_multiplicity": 1,
  "smiles": "c1ccc([C@H]2[NH2+]CCO2)nc1",
  "gap_ev": 8.71,
  "elements": ["C", "C", "C", "C", "C", "N", "C", "C", "O", "N", "C", "H", "H", "H", "H", "H", "H", "H", "H", "H", "H", "H"],
  "positions_angstrom": [[3.90, 0.86, -0.56], [2.90, 1.97, 0.18], [1.35, 1.38, 0.29], [0.83, -0.07, -0.23], [-0.73, -0.51, -0.01], [-1.79, 0.54, 0.27], [-2.96, -0.37, 0.68], [-2.70, -1.68, -0.31], [-1.39, -1.39, -0.98], [1.78, -1.00, -0.89], [3.19, -0.54, -1.00], [5.06, 1.09, -0.69], [3.25, 3.02, 0.57], [0.55, 2.08, 0.82], [-0.69, -1.20, 0.95], [-2.18, 1.10, -0.55], [-1.54, 1.23, 1.00], [-4.04, 0.10, 0.71], [-2.72, -0.64, 1.81], [-3.59, -2.08, -0.96], [-2.43, -2.57, 0.43], [3.94, -1.32, -1.51]]
}

{
  "formula": "C3H7N4O",
  "method": "ωB97M-V/def2-TZVPD",
  "e_tot_ev": -11221.660,
  "charge": 1,
  "de_lowest_kcal_mol": 99.6,
  "spin_multiplicity": 1,
  "gap_ev": 9.12,
  "elements": ["C", "C", "C", "N", "N", "N", "N", "O", "H", "H", "H", "H", "H", "H", "H"],
  "positions_angstrom": [[-1.22, 0.27, -0.93], [-0.24, 1.96, -0.44], [-0.42, -0.48, -0.21], [0.66, 1.52, 0.31], [0.60, 0.18, 0.49], [-0.32, -1.92, 0.06], [1.54, -0.56, 1.18], [-0.59, 3.14, -0.81], [-2.06, 0.17, -1.57], [-0.25, -2.49, -0.79], [-1.10, -2.27, 0.63], [1.55, -0.33, 2.18], [2.49, -0.40, 0.82], [0.58, -1.93, 0.63], [-1.21, 3.16, -1.56]]
}

{
  "formula": "C2H4N2OS",
  "method": "ωB97M-V/def2-TZVPD",
  "e_tot_ev": -18000.425,
  "de_lowest_kcal_mol": 51.5,
  "spin_multiplicity": 1,
  "gap_ev": 9.05,
  "elements": ["C", "C", "N", "N", "O", "S", "H", "H", "H", "H"],
  "positions_angstrom": [[-0.23, -0.05, 0.13], [2.10, 0.46, 0.01], [-1.04, 0.97, 0.10], [-0.79, -1.16, 0.00], [1.88, 1.59, 0.03], [2.73, -0.96, 0.07], [-0.57, 1.80, 0.01], [-2.01, 0.88, -0.26], [-0.32, -2.10, 0.13], [-1.74, -1.45, -0.22]]
}

{
  "formula": "C26H32HgNO6",
  "method": "ωB97M-V/def2-TZVPD",
  "e_tot_ev": -45423.063,
  "charge": -1,
  "spin_multiplicity": 1,
  "gap_ev": [3.59, 3.59],
  "elements": ["O", "C", "C", "H", "H", "C", "H", "H", "C", "H", "H", "H", "C", "H", "H", "H", "Hg", "C", "C", "C", "H", "C", "C", "H", "H", "H", "H", "C", "C", "C", "H", "C", "C", "H", "H", "H", "H", "O", "C", "C", "H", "H", "C", "H", "H", "C", "H", "H", "H", "H", "O", "C", "O", "C", "C", "C", "C", "C", "C", "N", "O", "O", "H", "H", "H", "H"],
  "positions_angstrom": [[1.43, -1.95, 0.87], [2.40, -2.03, -0.24], [3.35, -2.87, 0.59], [2.85, -1.06, -0.53], [1.93, -2.49, -1.12], [2.38, -2.59, 1.76], [4.31, -2.37, 0.69], [3.42, -3.92, 0.29], [2.99, -1.56, 2.71], [3.59, -0.84, 2.13], [3.64, -2.06, 3.43], [2.22, -1.00, 3.24], [1.74, -3.77, 2.46], [1.29, -4.45, 1.73], [0.93, -3.42, 3.12], [2.50, -4.27, 3.08], [3.53, 1.36, -2.36], [-2.60, -1.30, -0.46], [-1.92, -1.00, -1.69], [-0.83, -1.92, -1.81], [-2.18, -0.23, -2.40], [-0.86, -2.79, -0.68], [-1.95, -2.42, 0.15], [-2.23, -2.90, 1.08], [-3.44, -0.75, -0.05], [-0.12, -1.92, -2.62], [-0.18, -3.62, -0.49], [-1.20, 2.27, 1.17], [-1.40, 1.04, 1.85], [-0.15, 0.38, 1.93], [-2.34, 0.66, 2.25], [0.83, 1.20, 1.29], [0.18, 2.37, 0.81], [0.67, 3.20, 0.30], [-1.98, 3.01, 0.97], [0.02, -0.59, 2.39], [1.88, 0.98, 1.20], [6.10, -2.06, -0.38], [6.54, -3.00, 0.64], [7.95, -3.52, 0.33], [5.81, -3.84, 0.69], [6.50, -2.49, 1.62], [8.29, -2.93, -1.06], [7.97, -4.61, 0.34], [8.63, -3.15, 1.10], [7.16, -1.89, -1.35], [8.25, -3.73, -1.81], [9.28, -2.48, -1.07], [6.76, -2.05, -2.37], [7.57, -0.86, -1.25], [1.04, 3.32, -2.25], [0.06, 2.53, -2.13], [0.13, 1.28, -1.91], [-1.39, 3.07, -2.26], [-2.48, 2.39, -1.66], [-3.78, 2.85, -1.78], [-4.07, 4.02, -2.51], [-3.00, 4.74, -3.08], [-1.71, 4.22, -3.02], [-5.45, 4.43, -2.59], [-6.30, 3.67, -2.04], [-5.76, 5.47, -3.21], [-2.34, 1.45, -1.14], [-4.59, 2.33, -1.26], [-3.24, 5.68, -3.60], [-0.91, 4.74, -3.56]]
}

{
  "formula": "C45H94F9N8O3PS",
  "method": "ωB97M-V/def2-TZVPD",
  "e_tot_ev": -110809.533,
  "charge": 3,
  "spin_multiplicity": 2,
  "gap_ev": [1.84, 6.34],
  "elements": ["C", "F", "F", "F", "S", "O", "O", "O", "C", "C", "N", "C", "C", "N", "C", "C", "H", "H", "H", "H", "H", "H", "H", "H", "H", "H", "H", "C", "C", "N", "C", "C", "N", "C", "C", "H", "H", "H", "H", "H", "H", "H", "H", "H", "H", "H", "C", "C", "C", "N", "C", "C", "C", "C", "C", "H", "H", "H", "H", "H", "H", "H", "H", "H", "H", "H", "H", "H", "H", "H", "H", "H", "H", "C", "C", "C", "N", "C", "C", "C", "C", "C", "H", "H", "H", "H", "H", "H", "H", "H", "H", "H", "H", "H", "H", "H", "H", "H", "H", "H", "C", "C", "C", "N", "C", "C", "C", "C", "C", "H", "H", "H", "H", "H", "H", "H", "H", "H", "H", "H", "H", "H", "H", "H", "H", "H", "H", "C", "C", "C", "N", "C", "C", "C", "C", "C", "H", "H", "H", "H", "H", "H", "H", "H", "H", "H", "H", "H", "H", "H", "H", "H", "H", "H", "P", "F", "F", "F", "F", "F", "F"],
  "positions_angstrom": [[-10.81, 10.70, 21.22], [-10.59, 11.75, 20.41], [-10.04, 10.87, 22.32], [-12.09, 10.70, 21.48], [-10.44, 9.00, 20.31], [-11.66, 8.77, 19.56], [-9.30, 9.20, 19.37], [-10.20, 7.91, 21.24], [-13.17, 8.30, 23.60], [-12.11, 8.25, 24.72], [-11.13, 7.26, 24.42], [-11.26, 5.82, 24.57], [-10.00, 5.35, 24.32], [-9.02, 6.32, 24.20], [-9.74, 7.43, 24.32], [-7.54, 6.17, 24.23], [-13.85, 9.15, 23.73], [-13.78, 7.40, 23.69], [-12.98, 8.23, 22.53], [-12.42, 8.01, 25.74], [-11.55, 9.19, 24.70], [-12.22, 5.41, 24.86], [-9.67, 4.32, 24.35], [-9.28, 8.41, 24.41], [-7.14, 5.98, 25.22], [-7.04, 7.08, 23.87], [-7.11, 5.38, 23.61], [-13.84, 17.38, 20.01], [-13.20, 15.93, 19.61], [-12.08, 15.64, 20.39], [-10.83, 16.28, 20.36], [-10.02, 15.65, 21.21], [-10.69, 14.79, 21.98], [-11.97, 14.67, 21.43], [-10.16, 14.12, 23.18], [-14.00, 17.46, 21.08], [-14.82, 17.42, 19.54], [-13.12, 18.17, 19.79], [-12.91, 15.95, 18.56], [-13.96, 15.18, 19.83], [-10.77, 17.07, 19.63], [-8.95, 15.76, 21.30], [-12.72, 13.98, 21.79], [-9.79, 13.13, 22.90], [-10.93, 13.87, 23.91], [-9.30, 14.60, 23.64], [-11.15, 11.06, 16.56], [-11.17, 9.62, 15.93], [-9.81, 9.30, 15.38], [-9.72, 7.76, 15.02], [-10.75, 7.45, 13.95], [-9.80, 6.74, 16.26], [-8.45, 6.81, 17.01], [-7.50, 7.15, 15.87], [-8.27, 7.33, 14.57], [-11.21, 11.04, 17.65], [-12.06, 11.56, 16.24], [-10.35, 11.70, 16.19], [-11.92, 9.62, 15.14], [-11.56, 8.91, 16.65], [-9.10, 9.51, 16.18], [-9.48, 9.81, 14.48], [-10.56, 8.06, 13.07], [-11.73, 7.58, 14.39], [-10.65, 6.38, 13.74], [-10.03, 5.79, 15.76], [-10.72, 6.89, 16.83], [-8.20, 5.79, 17.32], [-8.39, 7.45, 17.88], [-6.58, 6.58, 15.72], [-6.99, 8.01, 16.30], [-8.30, 6.39, 14.01], [-7.77, 8.05, 13.92], [-17.99, 11.41, 21.62], [-16.80, 11.39, 20.65], [-16.25, 9.96, 20.38], [-15.56, 9.70, 19.00], [-14.38, 10.74, 19.09], [-15.02, 8.23, 18.81], [-15.16, 7.88, 17.32], [-15.96, 9.09, 16.67], [-16.46, 9.98, 17.77], [-18.62, 12.28, 21.44], [-17.63, 11.36, 22.64], [-18.58, 10.51, 21.47], [-15.96, 12.04, 20.89], [-17.11, 11.70, 19.66], [-16.97, 9.15, 20.47], [-15.53, 9.71, 21.16], [-13.86, 10.61, 18.14], [-13.64, 10.34, 19.79], [-14.48, 11.81, 19.25], [-13.99, 8.20, 19.17], [-15.71, 7.56, 19.33], [-14.26, 7.76, 16.72], [-15.83, 7.04, 17.13], [-15.36, 9.64, 15.94], [-16.83, 8.69, 16.15], [-16.24, 11.00, 17.45], [-17.51, 9.96, 18.09], [-13.90, 5.54, 21.75], [-12.66, 5.51, 20.87], [-11.98, 4.14, 20.99], [-10.71, 4.08, 20.07], [-10.98, 4.29, 18.60], [-10.05, 2.74, 20.20], [-8.52, 3.00, 19.96], [-8.15, 4.28, 20.58], [-9.54, 5.11, 20.47], [-14.52, 4.72, 21.37], [-14.42, 6.48, 21.60], [-13.73, 5.43, 22.82], [-12.00, 6.35, 21.08], [-13.16, 5.56, 19.91], [-12.56, 3.25, 20.75], [-11.75, 3.87, 22.03], [-11.17, 5.34, 18.36], [-11.94, 3.78, 18.47], [-10.33, 3.77, 17.89], [-10.52, 1.99, 19.56], [-10.10, 2.37, 21.22], [-8.27, 2.88, 18.90], [-7.90, 2.16, 20.28], [-7.35, 4.84, 20.09], [-7.85, 4.03, 21.60], [-9.44, 5.81, 19.63], [-9.81, 5.73, 21.32], [-5.61, 13.46, 22.38], [-5.65, 12.52, 21.18], [-6.65, 12.94, 20.15], [-6.45, 12.11, 18.81], [-6.18, 10.59, 19.16], [-7.61, 12.18, 17.74], [-7.01, 12.21, 16.37], [-5.53, 12.08, 16.53], [-5.20, 12.56, 17.94], [-5.32, 12.97, 23.31], [-6.62, 13.82, 22.55], [-4.91, 14.28, 22.21], [-5.92, 11.56, 21.61], [-4.66, 12.36, 20.75], [-6.64, 14.01, 19.92], [-7.68, 12.63, 20.37], [-7.05, 10.31, 19.76], [-5.26, 10.40, 19.70], [-6.19, 10.06, 18.21], [-8.38, 11.46, 17.99], [-7.91, 13.20, 17.98], [-7.38, 11.35, 15.80], [-7.43, 13.13, 15.96], [-5.19, 11.04, 16.56], [-4.99, 12.70, 15.82], [-4.30, 12.21, 18.45], [-5.30, 13.64, 18.07], [-14.18, 12.53, 24.23], [-14.46, 12.18, 22.67], [-12.70, 12.11, 23.77], [-13.75, 14.03, 23.94], [-13.76, 12.83, 25.82], [-15.75, 13.09, 24.37], [-14.47, 11.04, 24.61]]
}

{
  "formula": "C25H44N2O10PS3",
  "method": "ωB97M-V/def2-TZVPD",
  "e_tot_ev": -91883.021,
  "charge": 1,
  "spin_multiplicity": 1,
  "gap_ev": 7.67,
  "elements": ["C", "C", "C", "C", "N", "C", "C", "C", "C", "C", "N", "C", "C", "C", "C", "C", "S", "O", "O", "O", "C", "C", "C", "O", "O", "O", "C", "C", "C", "O", "C", "P", "O", "O", "O", "C", "S", "S", "C", "C", "C", "H", "H", "H", "H", "H", "H", "H", "H", "H", "H", "H", "H", "H", "H", "H", "H", "H", "H", "H", "H", "H", "H", "H", "H", "H", "H", "H", "H", "H", "H", "H", "H", "H", "H", "H", "H", "H", "H", "H", "H", "H", "H", "H", "H"],
  "positions_angstrom": [[8.43, 0.27, 1.67], [6.92, 0.10, 1.93], [6.07, 0.58, 0.75], [4.61, 0.13, 0.90], [3.90, 0.19, -0.38], [3.92, 1.53, -1.03], [3.49, 2.64, -0.08], [2.13, 2.37, 0.55], [1.01, 2.35, -0.51], [-0.33, 1.95, 0.03], [-0.29, 0.96, 0.95], [-1.35, 0.38, 1.54], [-1.11, -0.76, 2.46], [-1.65, -2.08, 1.85], [-0.94, -3.33, 2.41], [-1.80, -4.11, 3.41], [-1.84, -3.38, 5.04], [-2.17, -4.37, 6.01], [-2.61, -2.17, 4.93], [-0.34, -2.88, 5.28], [-2.60, 0.87, 1.21], [-2.72, 1.89, 0.28], [-4.12, 2.37, -0.04], [-4.51, 3.49, 0.07], [-4.82, 1.29, -0.43], [-6.11, 1.71, -0.93], [-6.64, 0.56, -1.59], [-5.85, 0.06, -2.80], [-5.50, 1.18, -3.78], [-4.66, -0.65, -2.46], [-1.58, 2.44, -0.35], [-1.75, 3.68, -1.68], [-0.51, 3.82, -2.45], [-3.02, 3.18, -2.51], [-2.30, 4.96, -0.94], [2.73, -0.51, -0.47], [1.99, -1.29, 0.80], [2.03, -0.53, -2.11], [1.27, -2.17, -2.23], [-0.03, -2.08, -3.06], [-0.34, -3.38, -3.81], [8.63, 0.45, 0.62], [8.85, 1.09, 2.26], [8.97, -0.64, 1.96], [6.64, 0.69, 2.81], [6.69, -0.95, 2.12], [6.13, 1.66, 0.67], [6.45, 0.13, -0.17], [4.61, -0.92, 1.20], [4.09, 0.68, 1.70], [4.93, 1.72, -1.40], [3.28, 1.53, -1.91], [4.23, 2.79, 0.71], [3.46, 3.58, -0.65], [1.89, 3.17, 1.26], [2.22, 1.42, 1.09], [0.97, 3.34, -0.97], [1.23, 1.62, -1.29], [0.62, 0.56, 1.16], [-1.64, -0.56, 3.39], [-0.04, -0.86, 2.68], [-1.51, -2.04, 0.77], [-2.72, -2.13, 2.04], [0.01, -3.04, 2.85], [-0.70, -4.01, 1.59], [-2.85, -4.02, 3.11], [-1.56, -5.16, 3.48], [0.30, -3.55, 5.00], [-3.48, 0.44, 1.68], [-7.60, 0.92, -1.95], [-6.82, -0.24, -0.87], [-6.52, -0.64, -3.31], [-6.27, 1.28, -4.54], [-5.40, 2.15, -3.27], [-4.55, 0.95, -4.26], [-4.67, -0.86, -1.52], [-2.82, 2.36, -2.98], [-3.01, 5.40, -1.42], [1.99, -2.81, -2.73], [1.07, -2.53, -1.23], [0.04, -1.24, -3.76], [-0.85, -1.85, -2.38], [0.56, -3.97, -4.00], [-0.83, -3.18, -4.76], [-1.02, -4.01, -3.23]]
}